P) A 2-piece molecular cluster, C9H11NO overall. Source: OMol25; level of theory: wB97M-V/def2-TZVPD.

Its molecular weight is 149.19 g/mol. The spin multiplicity is 1.

Each line ends with the natural charge from an NBO analysis.
CARTESIAN COORDINATES (ANGSTROEM)
C (2.191, -1.068, 1.769)  -0.212
C (2.453, -0.453, 0.567)  -0.195
C (0.922, -0.804, 2.393)  -0.204
C (1.456, 0.258, -0.113)  -0.164
C (-0.061, -0.080, 1.671)  -0.173
C (0.149, 0.404, 0.362)  -0.157
C (-0.956, 2.173, -1.319)  -0.119
C (-0.856, 1.044, -0.306)  0.279
C (-1.030, -1.704, -1.715)  -0.902
N (-2.210, 0.993, -0.221)  -0.242
O (-2.427, 1.899, -1.264)  -0.345
H (2.980, -1.666, 1.986)  0.217
H (3.390, -0.706, 0.075)  0.216
H (0.605, -1.007, 3.435)  0.225
H (1.678, 0.745, -1.019)  0.205
H (-1.057, 0.013, 2.048)  0.204
H (-0.706, 3.129, -0.885)  0.206
H (-0.648, 2.155, -2.383)  0.226
H (-0.013, -1.671, -1.253)  0.169
H (-1.215, -1.750, -2.787)  0.182
H (-1.749, -2.099, -0.994)  0.157
H (-2.898, 0.195, -0.048)  0.427

Q) C9H11NO as an isolated structure. Source: OMol25; level of theory: wB97M-V/def2-TZVPD.

Its molecular weight is 149.19 g/mol. The spin multiplicity is 1.

Each line ends with the natural charge from an NBO analysis.
CARTESIAN COORDINATES (ANGSTROEM)
C (3.656, -0.120, -0.073)  -0.289
C (2.766, 1.004, 0.002)  -0.313
C (2.926, -1.257, -0.165)  -0.093
C (1.488, 0.438, 0.029)  0.099
C (-0.059, -1.696, -0.133)  0.860
C (0.070, 0.832, -0.056)  -0.388
C (-0.825, -0.470, 0.077)  -0.224
C (-1.614, -0.436, 1.310)  -0.602
C (-1.837, -0.376, -1.144)  -0.584
N (1.621, -0.928, -0.113)  -0.431
O (-0.268, -2.844, -0.267)  -0.461
H (4.723, 0.036, -0.298)  0.215
H (3.171, 1.946, 0.169)  0.216
H (3.271, -2.236, -0.410)  0.210
H (-0.162, 1.513, 0.766)  0.216
H (-0.149, 1.353, -0.922)  0.214
H (-2.147, 0.501, 1.600)  0.236
H (-1.145, -0.669, 2.259)  0.231
H (-2.357, -1.295, 1.158)  0.216
H (-2.221, -1.348, -1.564)  0.229
H (-1.274, 0.187, -1.915)  0.217
H (-2.721, 0.224, -0.777)  0.224

Q) wins, 0.2420 hartree ahead of the next structure.

P) C9H18NO as an isolated structure. Source: OMol25; level of theory: wB97M-V/def2-TZVPD.

Its molecular weight is 156.25 g/mol. Its total charge is +1. The spin multiplicity is 1.

Each line ends with the natural charge from an NBO analysis.
CARTESIAN COORDINATES (ANGSTROEM)
C (1.526, 1.877, -0.485)  -0.495
C (2.384, -0.147, 1.192)  -0.517
C (0.039, 1.918, 0.019)  -0.238
C (2.557, -1.332, 0.133)  -0.074
C (1.724, 0.441, -0.075)  0.648
C (-2.688, 0.136, 0.644)  -0.629
C (-1.441, -0.110, -1.594)  -0.663
C (-1.188, -1.820, 0.298)  -0.604
C (-1.370, -0.272, -0.113)  0.121
N (-0.171, 0.503, 0.277)  -0.530
O (2.051, -0.476, -0.967)  -0.454
H (1.830, 1.840, -1.607)  0.261
H (2.181, 2.506, -0.005)  0.243
H (1.843, -0.554, 2.032)  0.255
H (3.299, 0.364, 1.461)  0.265
H (-0.047, 2.602, 0.899)  0.239
H (-0.665, 2.406, -0.747)  0.257
H (3.539, -1.764, -0.291)  0.245
H (1.737, -2.213, 0.304)  0.211
H (-2.628, -0.260, 1.590)  0.209
H (-2.894, 1.251, 0.645)  0.224
H (-3.661, -0.276, 0.192)  0.251
H (-0.362, 0.082, -1.845)  0.211
H (-2.203, 0.579, -2.079)  0.250
H (-1.686, -1.064, -2.233)  0.249
H (-0.393, -2.256, -0.273)  0.210
H (-1.018, -1.929, 1.314)  0.204
H (-2.176, -2.310, 0.025)  0.248
H (-0.120, 0.277, 1.288)  0.405

Q) An isolated ion of composition C9H18NO and charge +1. Source: OMol25; level of theory: wB97M-V/def2-TZVPD.

Its molecular weight is 156.25 g/mol. Its total charge is +1. The spin multiplicity is 1.

Each line ends with the natural charge from an NBO analysis.
CARTESIAN COORDINATES (ANGSTROEM)
C (-1.120, -1.454, 0.271)  0.696
C (-2.166, -1.900, -0.377)  -0.094
C (1.029, -0.853, 0.582)  -0.103
C (1.665, 0.618, 0.486)  0.125
C (-2.936, -3.151, -0.222)  -0.633
C (-2.921, -0.700, -1.117)  -0.575
C (1.539, 1.295, 1.902)  -0.648
C (3.130, 0.507, 0.061)  -0.628
C (-0.069, 2.482, -0.352)  -0.417
N (0.929, 1.351, -0.540)  -0.679
O (-0.326, -0.876, 0.965)  -0.328
H (1.184, -1.409, -0.310)  0.207
H (1.660, -1.433, 1.447)  0.224
H (-2.408, -3.853, 0.468)  0.249
H (-3.983, -2.867, 0.068)  0.261
H (-3.050, -3.641, -1.184)  0.257
H (-3.002, 0.185, -0.505)  0.241
H (-2.456, -0.396, -2.025)  0.244
H (-3.840, -1.138, -1.393)  0.241
H (1.949, 0.725, 2.763)  0.231
H (0.541, 1.607, 2.222)  0.221
H (2.159, 2.170, 1.941)  0.238
H (3.639, 1.490, -0.036)  0.246
H (3.134, 0.249, -0.913)  0.210
H (3.811, -0.098, 0.693)  0.233
H (-0.855, 2.410, -1.275)  0.198
H (-0.617, 2.280, 0.564)  0.197
H (0.287, 3.578, -0.428)  0.211
H (1.255, 1.342, -1.428)  0.375

R) C9H18NO as an isolated structure. Source: OMol25; level of theory: wB97M-V/def2-TZVPD.

Its molecular weight is 156.25 g/mol. Its total charge is +1. The spin multiplicity is 1.

Each line ends with the natural charge from an NBO analysis.
CARTESIAN COORDINATES (ANGSTROEM)
C (-1.925, 0.692, 0.790)  -0.547
C (-0.340, 2.819, 0.189)  -0.567
C (-0.791, -0.185, 1.457)  -0.200
C (-0.147, 2.753, -1.359)  -0.062
C (-1.169, 1.609, -0.085)  0.774
C (0.952, -2.642, 0.689)  -0.653
C (-0.422, -1.639, -1.000)  -0.633
C (2.022, -0.748, -0.785)  -0.602
C (0.767, -1.359, -0.074)  0.129
N (0.374, -0.103, 0.631)  -0.654
O (-1.087, 1.659, -1.364)  -0.367
H (-2.650, 0.275, 0.010)  0.249
H (-2.584, 1.074, 1.574)  0.279
H (0.562, 2.856, 0.865)  0.284
H (-0.845, 3.630, 0.722)  0.288
H (-0.856, 0.174, 2.449)  0.220
H (-1.211, -1.127, 1.558)  0.225
H (-0.513, 3.728, -1.729)  0.233
H (0.837, 2.578, -1.621)  0.228
H (1.488, -2.587, 1.685)  0.227
H (0.100, -3.320, 0.849)  0.230
H (1.644, -3.160, 0.155)  0.235
H (-1.001, -0.902, -1.328)  0.199
H (-1.162, -2.256, -0.568)  0.217
H (-0.146, -2.278, -1.868)  0.236
H (2.853, -0.433, -0.014)  0.217
H (2.378, -1.483, -1.423)  0.221
H (1.755, -0.001, -1.485)  0.210
H (1.120, 0.379, 1.079)  0.385

P) wins, 0.0214 hartree ahead of the next structure.

P) A 2-piece molecular cluster, C2H5BrOS overall. Source: OMol25; level of theory: wB97M-V/def2-TZVPD.

Its molecular weight is 157.03 g/mol. The spin multiplicity is 1.

Each line ends with the natural charge from an NBO analysis.
CARTESIAN COORDINATES (ANGSTROEM)
C (1.224, -1.134, 0.003)  -0.679
C (-1.275, -0.183, -0.430)  -0.449
O (-0.130, 2.105, 0.477)  -0.931
S (-0.603, -1.612, 0.292)  0.350
Br (-3.122, 0.233, -0.148)  0.098
H (1.395, -1.090, -1.048)  0.231
H (1.738, -1.880, 0.588)  0.223
H (1.517, -0.199, 0.389)  0.244
H (-0.619, 1.325, 0.299)  0.450
H (-0.126, 2.436, -0.420)  0.461

Q) A 2-piece molecular cluster, C2H5BrOS overall. Source: OMol25; level of theory: wB97M-V/def2-TZVPD.

Its molecular weight is 157.03 g/mol. The spin multiplicity is 1.

Each line ends with the natural charge from an NBO analysis.
CARTESIAN COORDINATES (ANGSTROEM)
C (1.145, 0.688, 0.889)  -0.779
C (-0.600, -1.138, -0.123)  -0.332
O (-0.741, 0.623, -1.410)  -1.012
S (-0.335, -0.261, 1.255)  0.444
Br (-2.178, -2.072, -0.446)  0.193
H (1.085, 1.616, 1.393)  0.243
H (0.950, 0.930, -0.220)  0.309
H (2.039, 0.145, 1.148)  0.227
H (0.281, -1.334, -0.805)  0.264
H (-1.645, 0.804, -1.682)  0.444

P) wins, 0.0074 hartree ahead of the next structure.

P) A 2-piece molecular cluster, CH5O2 overall. Source: OMol25; level of theory: wB97M-V/def2-TZVPD.

Its molecular weight is 49.05 g/mol. Its total charge is -1. The spin multiplicity is 1.

Each line ends with the natural charge from an NBO analysis.
CARTESIAN COORDINATES (ANGSTROEM)
O (2.169, -0.271, 0.261)  -1.059
H (1.103, -0.486, 0.300)  0.502
C (-1.140, 0.394, -0.270)  -0.178
O (-0.258, -0.536, 0.165)  -0.945
H (-0.619, 1.209, -0.694)  0.117
H (-1.734, 0.921, 0.565)  0.076
H (-1.942, -0.078, -1.038)  0.072
H (2.422, -1.153, 0.711)  0.416

Q) A 2-piece molecular cluster, CH5O2 overall. Source: OMol25; level of theory: wB97M-V/def2-TZVPD.

Its molecular weight is 49.05 g/mol. Its total charge is -1. The spin multiplicity is 1.

Each line ends with the natural charge from an NBO analysis.
CARTESIAN COORDINATES (ANGSTROEM)
C (-1.068, 0.037, -0.546)  -0.257
O (-0.219, -0.739, 0.250)  -0.981
H (-1.177, -0.493, -1.489)  0.114
H (-1.804, 0.119, 0.162)  0.151
H (-0.736, 1.013, -0.767)  0.101
H (1.615, 0.504, 1.414)  0.442
H (1.262, -0.477, 0.272)  0.509
O (2.127, 0.035, 0.705)  -1.079

P) wins, 0.0117 hartree ahead of the next structure.